Record 1
Below is C58H76ClN9O4P3S3Si2TeV as an isolated structure in a non-equilibrium geometry, with properties calculated with ωB97M-V/def2-TZVPD.

Geometry (Å):
Te1 -0.87503 4.16462 -3.38347
V1 -0.14352 -0.09571 0.09764
Cl1 2.33040 -0.65621 -9.99163
S1 -1.18392 4.24721 1.82458
S2 0.06543 0.35937 -3.22464
S3 -4.60039 -1.04187 1.06552
P1 0.78540 -3.22635 -0.72927
P2 0.70240 -1.97786 2.12681
P3 -2.90410 3.51732 -2.30873
Si1 -1.38293 -3.51460 -3.06464
Si2 -0.71159 -0.47604 4.34074
O1 -2.98998 2.35748 -1.39260
O2 -4.07450 3.33474 -3.42111
O3 -3.39084 4.87870 -1.53883
O4 6.58847 2.41457 -2.82963
N1 -2.17098 -0.38219 0.62878
N2 3.74705 1.36699 -0.84124
N3 1.82992 0.77852 -0.01442
N4 -0.36112 -3.54204 -1.74064
N5 -2.64693 -2.59880 0.02542
N6 3.64529 2.04400 0.33949
N7 0.57352 3.71651 -0.16517
N8 -0.85963 2.01161 0.61355
N9 -0.25393 -0.89622 2.78244
C1 2.43980 -1.49949 2.58119
C2 3.17781 4.07439 -2.16260
C3 4.01242 1.30215 -6.93639
C4 -3.00069 -1.37344 0.47643
C5 -4.39228 5.88528 0.37634
C6 0.53165 -2.00025 0.43829
C7 1.21580 -4.85653 0.04000
C8 5.03768 4.81076 -3.62139
C9 4.96511 1.39815 -1.61859
C10 5.02195 -0.54302 3.11320
C11 1.85044 -7.40656 1.02443
C12 3.23771 1.92909 -4.59126
C13 3.63577 -3.24124 -1.23147
C14 4.62539 -2.47616 -3.28563
C15 -0.19857 -0.01185 -1.62785
C16 -2.49528 -5.07472 -2.95354
C17 -1.98000 1.89577 1.43021
C18 2.23749 -2.39958 -2.96985
C19 -0.40322 -1.75755 5.70069
C20 5.43297 4.41136 -1.20094
C21 0.11644 1.13930 4.88753
C22 -0.47215 -3.66024 -4.71078
C23 1.21651 -5.33621 4.52018
C24 -2.77828 0.68171 1.26302
C25 5.13900 2.43788 -2.75866
C26 2.59825 0.09155 -8.43022
C27 0.53290 -5.98572 -0.40040
C28 2.66842 0.60901 -1.02014
C29 -4.25411 4.26662 -4.46885
C30 2.79471 -1.06695 3.85937
C31 3.40794 -1.45011 1.58515
C32 2.21583 -5.03290 0.99239
C33 3.35750 -2.17117 -3.75866
C34 -2.58682 -2.07100 -3.20760
C35 -0.01209 -5.95938 4.37300
C36 1.48920 -4.16160 3.83161
C37 4.07076 -0.59489 4.12609
C38 2.35210 -2.93844 -1.69187
C39 3.03884 1.26948 -5.94145
C40 -0.40324 3.23196 0.65036
C41 -5.46552 3.82791 -5.26436
C42 2.46698 1.67684 0.78012
C43 4.68057 3.90051 -2.43783
C44 2.53577 -6.28997 1.48172
C45 -0.70108 -4.22058 2.86510
C46 0.84235 -7.24904 0.08464
C47 3.80292 0.71769 -8.17900
C48 -2.26555 2.96402 2.20416
C49 1.60473 0.04630 -7.46784
C50 -2.55816 -0.14588 4.52501
C51 4.69044 -0.98025 1.84154
C52 0.53524 -3.58793 3.00182
C53 1.83013 0.63789 -6.23515
C54 -4.47181 4.74480 -0.61847
C55 4.76088 -3.01058 -2.01194
C56 4.69780 1.90475 -4.13979
C57 -0.97139 -5.40155 3.53571
C58 -4.08660 0.53159 1.54787
H1 -2.84069 0.81602 4.09988
H2 -5.33865 2.79913 -5.59927
H3 -0.24303 -5.84440 -1.14141
H4 6.51047 4.28213 -1.30198
H5 5.10889 0.40380 -2.04518
H6 3.00537 5.12471 -1.91543
H7 0.23125 1.20418 5.97264
H8 -4.39448 5.27106 -4.05351
H9 2.74595 -4.17229 1.38518
H10 2.46170 -3.69575 3.93927
H11 3.13514 -1.77950 0.59160
H12 6.84391 2.93390 -3.59970
H13 4.54133 4.51096 -4.54345
H14 5.28192 2.47877 -4.86588
H15 -3.04702 3.07360 2.93396
H16 5.10180 3.89674 -0.30055
H17 1.26301 -2.13556 -3.34397
H18 6.11527 4.85797 -3.80455
H19 0.59348 -2.19804 5.71757
H20 4.96024 1.79207 -6.75755
H21 -2.15284 -5.76284 -2.17957
H22 2.53690 3.84018 -3.00791
H23 3.30985 -6.39330 2.23287
H24 0.35074 3.57081 -1.16343
H25 2.89512 2.96086 -4.69003
H26 -3.52948 -4.80642 -2.72164
H27 1.10255 1.25217 4.43314
H28 -6.37201 3.88015 -4.66040
H29 -3.62255 -2.42252 -3.17051
H30 5.77250 1.57676 -0.90996
H31 2.51679 -0.04497 -1.86424
H32 -1.44449 -3.78180 2.20678
H33 -1.72081 -2.67561 -0.41135
H34 -5.05705 5.70177 1.22304
H35 0.42772 -4.26906 -4.60645
H36 -3.16304 -0.91444 4.03983
H37 -3.37234 5.97086 0.74920
H38 -1.92944 -5.88875 3.40560
H39 4.71040 5.82646 -3.39478
H40 -2.44496 -1.52675 -4.14147
H41 -0.22383 -6.87930 4.90518
H42 -0.49071 1.98878 4.56551
H43 1.05773 0.59645 -5.47748
H44 3.23432 -1.75675 -4.75021
H45 2.06350 2.01897 1.71868
H46 -5.41695 4.77621 -1.17257
H47 -5.59365 4.46751 -6.14109
H48 2.82859 3.49339 -1.31814
H49 -4.40997 3.77595 -0.11707
H50 2.09848 -8.39115 1.40370
H51 -2.44545 -1.33017 -2.42066
H52 5.74154 -3.26019 -1.62457
H53 -4.76637 1.24841 1.96974
H54 0.29496 -8.11153 -0.27662
H55 0.66922 -0.45484 -7.67096
H56 -0.17594 -2.67161 -5.06741
H57 -2.81024 -0.13295 5.58971
H58 -1.11186 -4.11704 -5.47047
H59 5.41856 -0.93500 1.04029
H60 6.01188 -0.15220 3.31479
H61 2.56221 1.46242 -3.86787
H62 -3.36803 -3.13290 -0.43224
H63 1.97190 -5.77067 5.16422
H64 -1.10817 -2.58690 5.59653
H65 -2.51637 -5.62706 -3.89649
H66 4.56716 0.74775 -8.94334
H67 5.22216 5.47535 -1.07388
H68 5.07277 0.87849 -4.20375
H69 -3.35687 4.29613 -5.09441
H70 4.32191 -0.25588 5.12424
H71 -0.58240 -1.27958 6.66783
H72 5.49707 -2.30930 -3.90780
H73 0.78262 4.69374 -0.01742
H74 3.78274 -3.66195 -0.24829
H75 2.06494 -1.09282 4.65750
H76 -4.66793 6.83712 -0.08042

- molecular weight (g mol⁻¹) = 1422.60
- 2S+1 = 1
- HOMO energy (spin up / spin down) (eV) = -0.92 / -0.93
- charge = -2
- LUMO energy (spin up / spin down) (eV) = 3.6 / 3.6
- DFT total energy (Ha) = -7519.6683

Mulliken population analysis, charges in e, atoms 1 to 5: -0.48, -0.80, -0.27, -0.44, 0.05

---

Record 2
Below is a 10-piece molecular cluster, C58H91BrF17N12 overall in a non-equilibrium geometry, with properties calculated with ωB97M-V/def2-TZVPD.

Geometry (Å):
Br1 6.77388 0.22009 6.42973
F1 4.17281 -5.76515 2.80321
F2 5.19092 -2.02822 -2.01486
F3 3.29249 -3.87160 1.13397
F4 7.58794 -3.37467 -0.13710
F5 4.74760 -1.68062 0.06967
F6 3.05337 -8.16693 3.50338
F7 2.20068 -8.42810 1.54488
F8 6.18042 0.22205 -1.16504
F9 6.29312 -5.42161 0.74972
F10 4.33028 -6.87741 -0.41134
F11 2.35789 -6.16750 0.02371
F12 3.70475 -4.23445 -0.94402
F13 5.65186 -3.62757 1.74309
F14 6.31344 -4.15892 -1.68037
F15 7.73411 -1.15008 -1.73377
F16 4.83034 -7.57863 1.82709
F17 7.33161 -0.70946 0.40429
N1 -0.51922 0.04637 6.89352
N2 -2.44415 1.95479 -7.90708
N3 2.18531 -6.10103 5.08114
N4 9.08583 -4.59297 6.24842
N5 -7.99369 3.05640 0.88899
N6 3.65971 -4.64771 6.04015
N7 -4.47757 0.44718 3.83397
N8 -4.08839 10.05416 -5.34013
N9 1.92552 -3.90008 4.52270
N10 -5.88089 7.46731 -7.94371
N11 5.32574 1.25819 -7.78043
N12 -8.29531 2.14412 -5.65407
C1 1.06606 -3.73970 8.33685
C2 2.56054 -3.44925 8.03809
C3 10.18156 -5.24276 3.96825
C4 -9.58953 1.80085 -1.90898
C5 -0.47229 2.34663 -9.57534
C6 7.55929 -1.54015 6.72013
C7 -7.74003 0.78882 2.70769
C8 -8.88557 2.88189 0.18969
C9 -8.18167 2.84039 -6.55809
C10 8.35599 -6.95593 3.47280
C11 2.58711 -4.85033 5.22112
C12 -8.50638 2.46845 -2.74777
C13 -3.61291 6.44816 -7.15171
C14 2.36109 -2.51261 4.73942
C15 3.64404 -6.10297 0.44230
C16 5.55027 -3.05072 6.63602
C17 -5.31873 0.45847 3.05098
C18 -8.14821 -0.25192 3.74745
C19 5.94819 1.01549 -6.84923
C20 -8.26265 5.81844 -6.27311
C21 1.12776 2.97001 -7.69607
C22 1.39464 -6.59226 2.77203
C23 3.33183 -4.66805 7.48867
C24 -6.15630 10.41214 -6.89557
C25 -2.97669 2.04162 5.55086
C26 -4.99637 10.21213 -6.02313
C27 6.29447 -3.47109 -0.53014
C28 6.53925 -0.77108 -5.25600
C29 -2.96936 5.74831 -9.51364
C30 -1.28085 -2.70959 8.16024
C31 1.06830 -6.54587 4.26306
C32 -7.41639 5.07041 -7.29452
C33 6.74290 0.69326 -5.66106
C34 4.56771 -3.56026 5.58196
C35 -10.02298 2.64549 -0.70266
C36 -1.45155 0.26083 6.25813
C37 9.57238 -4.87374 5.24821
C38 3.81519 -6.69362 1.88221
C39 6.81263 -0.91139 -0.80509
C40 2.59441 -7.47614 2.42163
C41 5.57147 -4.29730 0.56905
C42 -6.39055 0.48460 2.05395
C43 6.82481 -2.58269 5.89780
C44 -3.26618 2.46771 6.98766
C45 9.11080 -5.72569 2.98037
C46 3.86593 -2.34076 4.92553
C47 5.73182 -2.02842 -0.77483
C48 -8.03709 3.73045 -7.71311
C49 0.09974 -2.89578 7.49543
C50 -2.65653 0.53566 5.43691
C51 -4.88666 7.01272 -7.59769
C52 -2.56507 6.52605 -8.26670
C53 -6.96515 12.42106 -5.54976
C54 4.06414 -4.61078 0.29805
C55 -6.56877 11.88886 -6.92262
C56 0.87325 2.06586 -8.89597
C57 -1.58002 2.12644 -8.64116
C58 5.08910 -1.09405 -4.91362
H1 2.69159 -6.80156 5.59983
H2 -7.27884 13.46254 -5.62066
H3 6.86982 -1.42480 -6.06500
H4 -10.46183 1.61083 -2.53653
H5 -3.83259 2.27900 4.93652
H6 0.81028 -7.55170 4.58080
H7 -2.43869 0.23506 4.42595
H8 -6.13029 12.37973 -4.84881
H9 7.16979 -0.98791 -4.39180
H10 7.79313 0.88223 -5.88364
H11 -9.02077 3.88865 -8.15759
H12 8.62388 -1.52794 6.51249
H13 -5.74770 12.49156 -7.31563
H14 4.00523 -1.47605 5.57468
H15 0.01485 -3.34957 6.50048
H16 -7.44290 -0.28717 4.58005
H17 -3.51140 3.52903 7.02652
H18 -4.11086 1.91012 7.39798
H19 0.87834 -3.48135 9.37924
H20 1.10778 4.02291 -7.98624
H21 -6.42260 4.89976 -6.87812
H22 -0.51334 3.37835 -9.92903
H23 -2.39117 7.56977 -8.53471
H24 -8.84112 3.43845 -3.12080
H25 2.69222 -2.54250 7.45426
H26 1.81659 -2.02631 5.54103
H27 -7.29261 5.69081 -8.17513
H28 -1.62186 -1.69876 7.98861
H29 6.44476 1.35921 -4.84973
H30 7.62869 -7.27942 2.72744
H31 1.67243 2.20431 -9.62458
H32 4.99413 -2.13448 -4.60401
H33 -8.20562 -1.24954 3.30600
H34 0.38233 2.81582 -6.91358
H35 7.47000 -3.46549 5.84990
H36 -7.70434 1.77020 3.17821
H37 -7.40951 12.00556 -7.60845
H38 -8.25165 1.85067 -3.60402
H39 -7.79352 11.84658 -5.13048
H40 2.67461 -5.52654 7.63915
H41 5.11885 -2.26651 7.25923
H42 2.08628 -1.95361 3.84632
H43 -8.49839 0.83511 1.93216
H44 -2.40433 2.31022 7.63842
H45 -7.59160 2.61943 -2.16860
H46 4.36623 -2.10255 3.98880
H47 -9.22613 0.83037 -1.56307
H48 7.45768 -1.79949 7.77121
H49 -1.62053 6.13152 -7.88809
H50 2.10457 2.75755 -7.26359
H51 -1.15080 -2.85175 9.23256
H52 -10.80611 2.13415 -0.14105
H53 1.91065 -4.08900 3.52804
H54 -5.89581 10.07211 -7.89579
H55 -3.77440 5.41028 -6.85207
H56 10.70039 -4.37215 3.56667
H57 -6.41848 -0.48252 1.54818
H58 -2.00505 -3.42484 7.77476
H59 7.80828 -6.74772 4.39395
H60 -7.79995 6.77370 -6.02732
H61 -3.13935 4.69557 -9.27574
H62 -3.87858 6.14994 -9.96372
H63 0.82039 -4.80056 8.24448
H64 5.88426 -3.84149 7.30926
H65 -10.41727 3.60822 -1.03015
H66 8.39723 -4.91967 2.79184
H67 -6.15677 1.24945 1.31284
H68 -9.12666 -0.01015 4.16192
H69 9.59113 -5.95714 2.02871
H70 3.00223 -3.23826 9.01332
H71 5.18962 -3.99897 4.79777
H72 -2.13533 2.62323 5.16534
H73 -9.26356 6.01652 -6.66224
H74 4.19521 -4.88501 8.10683
H75 -6.97606 9.79124 -6.53375
H76 0.19857 -5.90843 4.41694
H77 -8.36155 5.25410 -5.34350
H78 0.91136 1.02376 -8.57445
H79 1.51443 -5.60709 2.32125
H80 -0.60773 1.68995 -10.43485
H81 4.43420 -0.95005 -5.77399
H82 -3.27751 7.00543 -6.27605
H83 -7.40753 3.23629 -8.45342
H84 4.72849 -0.46370 -4.09862
H85 0.52895 -7.01661 2.26550
H86 -2.18347 5.80428 -10.26792
H87 -3.46532 -0.08383 5.80399
H88 9.03818 -7.78631 3.66111
H89 6.62193 -2.26961 4.87386
H90 0.50771 -1.90578 7.31147
H91 10.92165 -6.02394 4.14592

- molecular weight (g mol⁻¹) = 1359.32
- 2S+1 = 1
- HOMO energy (eV) = -11.90
- charge = +1
- LUMO energy (eV) = -2.3
- DFT total energy (Ha) = -7193.1711

Mulliken population analysis, charges in e, atoms 1 to 5: -0.21, -0.19, -0.30, -0.26, -0.33